[1]
A cluster of 2 separate species, C4H13N2O in total at a distorted geometry. Source: the OMol25 dataset; level of theory: ωB97M-V with the def2-TZVPD basis set.

```
! RIJCOSX wB97M-V def2-TZVPD def2/J DEFGRID3
* xyz 1 1
N 4.042 0.444 0.907
C 0.025 0.185 -0.348
C -1.039 0.486 0.567
C -2.346 0.814 -0.248
O -3.257 1.219 0.701
C 0.063 -1.038 -1.118
N -0.038 -2.275 -0.261
H 3.983 0.800 1.852
H 4.756 0.960 0.411
H 3.152 0.638 0.464
H 0.599 1.030 -0.738
H -1.236 -0.350 1.241
H -0.813 1.393 1.129
H -2.122 1.600 -0.970
H -2.662 -0.083 -0.789
H -4.158 1.006 0.433
H 0.953 -1.077 -1.742
H -0.822 -1.014 -1.785
H 0.072 -1.979 0.707
H 0.849 -2.759 -0.413
*
```

## Properties
**HOMO level**: -0.4853 hartree
**Energy relative to the best compared isomer or geometry (same formula, charge and spin)**: 114.01 kcal per mole
**F_max**: 2.5 eV/Å
**Frontier orbital gap**: 0.2162 Eh

Charges in e, computed with natural (NBO), in the same order as the atoms: -1.06 0.44 -0.58 0.01 -0.69 -0.39 -0.76 0.37 0.37 0.32 0.23 0.28 0.28 0.18 0.19 0.51 0.25 0.30 0.35 0.39

[2]
A cluster of 2 separate species, C4H13N2O in total at a distorted geometry. Source: the OMol25 dataset; level of theory: ωB97M-V with the def2-TZVPD basis set.

```
! RIJCOSX wB97M-V def2-TZVPD def2/J DEFGRID3
* xyz 1 1
C 0.751 0.960 -0.502
C -0.113 0.027 -1.435
C 0.168 -1.426 -1.101
C 0.884 -2.205 -1.928
N -0.573 -1.772 0.071
N 0.192 0.730 0.887
H 0.872 2.040 -0.576
H 1.798 0.674 -0.452
H -1.166 0.309 -1.252
H 0.240 0.201 -2.485
H 1.044 -1.959 -2.977
H 1.532 -2.933 -1.475
H -0.961 3.400 2.918
H -1.577 -1.962 0.001
H -0.374 -2.641 0.568
H 0.899 0.647 1.620
H -0.077 -0.325 0.826
H -0.500 1.429 1.138
H -1.997 2.363 3.142
O -1.043 2.443 3.012
*
```

## Properties
**HOMO level**: -0.4682 hartree
**Energy relative to the best compared isomer or geometry (same formula, charge and spin)**: 61.15 kcal per mole
**F_max**: 2.5 eV/Å
**Frontier orbital gap**: 0.3591 Eh

Charges in e, computed with natural (NBO), in the same order as the atoms: -0.22 -0.46 0.14 -0.39 -0.89 -0.74 0.24 0.22 0.22 0.26 0.23 0.22 0.49 0.41 0.40 0.43 0.46 0.46 0.49 -0.96

[3]
A cluster of 3 separate species, C4H13N2O in total at a distorted geometry. Source: the OMol25 dataset; level of theory: ωB97M-V with the def2-TZVPD basis set.

```
! RIJCOSX wB97M-V def2-TZVPD def2/J DEFGRID3
* xyz 1 3
C -2.068 0.334 -1.530
C -1.421 0.650 3.675
C 2.675 -0.115 -0.752
C -0.123 -0.517 1.804
N -0.759 0.055 2.582
N 1.906 -0.798 -1.787
O 0.449 -1.018 0.908
H -1.635 -0.253 -2.409
H -1.213 0.253 -0.766
H -3.068 -0.085 -1.368
H -0.706 1.348 4.065
H -2.303 1.169 3.339
H -1.620 -0.195 4.491
H 1.972 0.482 -0.132
H 3.173 -0.785 0.002
H 3.385 0.548 -1.211
H -2.210 1.359 -1.702
H 1.090 -1.122 -1.342
H 1.687 -0.162 -2.594
H 2.411 -1.634 -2.126
*
```

## Properties
**HOMO level (alpha / beta)**: -0.2617 / -0.5432 hartree
**Energy relative to the best compared isomer or geometry (same formula, charge and spin)**: 69.01 kcal per mole
**F_max**: 9.9 eV/Å
**Frontier orbital gap (alpha / beta)**: 0.1401 / 0.2693 Eh

Charges in e, computed with natural (NBO), in the same order as the atoms: -0.86 -0.46 -0.46 0.41 -0.17 -0.68 -0.45 0.20 0.18 0.24 0.24 0.26 0.27 0.24 0.26 0.23 0.22 0.44 0.45 0.44

[4]
A cluster of 2 separate species, C4H13N2O in total at a distorted geometry. Source: the OMol25 dataset; level of theory: ωB97M-V with the def2-TZVPD basis set.

```
! RIJCOSX wB97M-V def2-TZVPD def2/J DEFGRID3
* xyz 2 2
C 0.279 -1.847 -0.068
O 1.046 -3.014 0.089
C 1.025 -1.149 -1.201
N 0.265 0.114 -1.606
H 0.230 -1.215 0.820
H -0.729 -2.092 -0.426
H 0.600 -3.634 0.678
H 2.016 -0.891 -0.862
H 1.127 -1.775 -2.091
H -0.144 0.639 -0.782
H -0.493 -0.215 -2.211
H 0.839 0.744 -2.173
C 0.237 2.114 1.374
C -1.991 1.345 0.929
N -0.823 1.547 0.499
H 0.967 1.333 1.603
H -0.174 2.498 2.309
H 0.762 2.931 0.857
H -2.791 0.947 0.300
H -2.248 1.620 1.961
*
```

## Properties
**HOMO level (alpha / beta)**: -0.6611 / -0.6601 hartree
**Energy relative to the best compared isomer or geometry (same formula, charge and spin)**: 91.24 kcal per mole
**F_max**: 4.9 eV/Å
**Frontier orbital gap (alpha / beta)**: 0.3118 / 0.1417 Eh

Charges in e, computed with natural (NBO), in the same order as the atoms: -0.08 -0.68 -0.24 -0.67 0.15 0.18 0.51 0.25 0.27 0.40 0.45 0.46 -0.47 0.06 -0.07 0.26 0.31 0.29 0.29 0.31